Entry 1:
C34H90O11 | the ωB97M-V functional and the def2-TZVPD basis

Output
Calculated total energy ... -59232.011 eV
Charge ... 0
Structure (SMILES) ... CC(C)O.CC(C)O.CCOCC.CCOCC.CCOCC.CCOCC.CCOCC.CCO.CCO.CCO.CCO
ΔE to the lowest compared entry with this formula, charge and spin ... 96.9 kcal/mol
Orbital gap ... 10.016 eV

Geometry as XYZ:
```
135
Properties=species:S:1:pos:R:3:forces:R:3:lowdin_charge:R:1
C 9.698001 -0.309587 -5.510667 -0.5 1.8 -0.8 -0.078
C 10.036221 -1.157517 -4.338777 -1.0 -1.0 -0.6 -0.537
C 8.780121 -1.715297 -3.688577 0.5 0.8 0.8 -0.055
O 10.767141 -2.211857 -4.846657 2.0 -1.9 -0.3 -0.052
H 9.031271 0.505153 -5.228267 0.1 0.3 0.1 0.076
H 9.177661 -0.810537 -6.326997 -0.1 -0.6 0.3 0.085
H 10.575871 0.117293 -5.995667 0.2 0.1 0.3 0.082
H 10.710011 -0.667947 -3.635617 -0.3 0.3 0.2 0.145
H 8.211931 -0.822657 -3.426927 -0.6 -0.4 0.3 0.080
H 9.052301 -2.299997 -2.809857 -0.1 0.2 0.2 0.081
H 8.220141 -2.397207 -4.328507 0.0 0.3 -0.4 0.084
H 10.199821 -2.944277 -5.098267 -0.1 0.1 0.0 0.088
C 0.398841 0.752983 -0.566027 -0.2 -1.0 -0.1 -0.065
C 0.449441 2.000103 0.262993 0.3 0.6 -1.4 -0.519
C 1.828591 2.142643 0.824193 0.1 0.6 1.2 -0.071
O 0.049741 3.098983 -0.538617 -1.0 0.9 0.2 -0.058
H 1.180851 0.076503 -0.221167 -0.3 -0.4 0.0 0.074
H 0.615661 0.970223 -1.611917 0.0 0.1 0.0 0.085
H -0.583719 0.285243 -0.503647 0.1 -0.2 -0.2 0.079
H -0.275499 1.951213 1.075503 0.0 0.2 -0.1 0.137
H 1.676861 1.623373 1.770473 1.1 -0.3 0.2 0.086
H 2.080551 3.172823 1.075883 -0.2 0.1 0.0 0.080
H 2.648781 1.757673 0.218243 -0.2 -0.3 0.0 0.083
H 0.701101 3.385743 -1.182907 0.3 -0.4 0.1 0.088
C -2.994569 -5.846247 3.061303 0.2 0.6 0.2 -0.083
C -2.133609 -6.197887 4.261023 -1.3 -0.1 1.9 -0.225
O -2.847229 -5.806367 5.513053 0.0 -0.7 -0.7 -0.185
C -3.713839 -6.801277 6.062793 0.3 0.4 1.7 -0.282
C -4.531009 -6.281167 7.298783 -0.3 0.3 -1.8 -0.073
H -2.567639 -6.197687 2.121983 0.2 0.3 0.0 0.074
H -4.040829 -6.151767 3.051773 0.1 -0.5 0.5 0.069
H -3.019939 -4.759407 3.140283 -0.1 0.1 -0.7 0.074
H -1.848019 -7.246327 4.346553 0.0 -0.1 -0.1 0.108
H -1.234999 -5.583477 4.316733 0.0 -0.1 -0.3 0.112
H -4.411549 -7.224087 5.339933 0.1 0.0 -0.2 0.110
H -3.163579 -7.588657 6.577903 0.7 -0.5 -0.9 0.101
H -4.010659 -5.536927 7.901643 0.2 -0.2 -0.1 0.072
H -4.832589 -7.145877 7.889903 0.1 0.1 0.1 0.068
H -5.428959 -5.831247 6.875293 -0.2 0.3 0.4 0.061
C -6.448679 -5.930167 -8.747837 1.0 0.5 -0.5 -0.062
C -4.952049 -6.152417 -8.324317 -0.9 -1.1 0.6 -0.269
O -4.542379 -5.279677 -7.283897 1.0 1.3 -0.4 -0.151
C -3.115579 -5.056097 -7.219197 0.3 -0.9 0.5 -0.286
C -2.716799 -4.243407 -6.023067 -0.9 1.4 0.6 -0.093
H -7.200299 -5.771527 -7.974527 0.6 0.2 0.4 0.069
H -6.416349 -5.071467 -9.418417 -0.4 0.3 0.2 0.064
H -6.881659 -6.716877 -9.365677 0.6 -0.4 0.0 0.064
H -4.791149 -7.150697 -7.917307 -0.3 -0.4 -0.1 0.106
H -4.292949 -6.128057 -9.192117 -0.1 0.5 -0.2 0.109
H -2.566759 -5.992607 -7.119927 -0.3 -0.6 -0.3 0.111
H -2.632349 -4.524037 -8.038647 -0.8 -0.2 -0.9 0.115
H -2.773549 -3.190937 -6.300867 0.1 0.2 0.1 0.069
H -1.703339 -4.404727 -5.655667 -0.1 -0.4 -0.2 0.077
H -3.431019 -4.317617 -5.203017 0.1 -0.4 0.1 0.078
C 5.349471 -4.572037 3.563503 0.5 -1.1 0.0 -0.076
C 4.772101 -5.997257 3.510133 -0.3 2.0 -1.6 -0.245
O 4.346331 -6.095847 2.110533 0.0 -1.7 1.8 -0.172
C 4.137521 -7.482557 1.809223 1.0 0.1 0.3 -0.318
C 3.568471 -7.528187 0.453443 -1.4 -0.2 -1.5 -0.090
H 6.081911 -4.527527 4.369503 -0.4 0.5 0.4 0.069
H 5.948851 -4.476827 2.658083 -0.1 0.2 -0.1 0.073
H 4.578431 -3.801577 3.562403 0.2 -0.1 0.3 0.075
H 5.547011 -6.726997 3.744883 -0.1 -0.2 -0.1 0.111
H 3.897911 -6.097527 4.153433 0.0 -0.3 0.1 0.114
H 5.074431 -8.030877 1.907423 0.6 0.2 -0.4 0.111
H 3.546651 -8.047077 2.530523 -0.7 0.5 0.3 0.115
H 2.481101 -7.482737 0.513923 -0.2 0.2 0.0 0.074
H 3.754411 -8.413917 -0.154017 0.4 -0.2 0.3 0.076
H 3.857101 -6.666267 -0.148127 0.3 0.0 0.2 0.082
C -8.413929 -2.216417 -1.459337 0.2 -1.1 1.5 -0.068
C -8.377399 -2.870157 -0.053937 -0.3 0.9 -0.4 -0.307
O -9.672829 -3.226547 0.442043 1.2 -0.2 1.7 -0.159
C -9.541769 -3.863287 1.771423 -2.1 -0.9 -1.0 -0.224
C -10.987429 -4.266167 2.307463 1.6 0.4 0.0 -0.066
H -7.348029 -2.060807 -1.625877 -0.1 0.1 -0.6 0.070
H -8.829519 -2.963887 -2.135097 0.0 0.5 -0.4 0.073
H -8.920909 -1.251697 -1.439857 -0.2 -0.3 -0.2 0.073
H -7.678069 -3.706207 -0.061457 -0.2 -0.5 -0.1 0.108
H -7.871759 -2.132067 0.568673 -0.3 0.2 0.7 0.106
H -9.003039 -4.801687 1.639993 0.2 -0.2 -0.2 0.100
H -8.971959 -3.344557 2.542363 -0.1 0.9 -0.4 0.105
H -10.901759 -4.426967 3.382133 0.1 -0.1 0.1 0.059
H -11.300759 -5.221787 1.887083 -0.1 0.3 -0.3 0.063
H -11.748349 -3.493317 2.198833 0.2 0.0 -0.4 0.067
C 7.367071 7.305673 1.840773 -0.5 -0.5 0.8 -0.085
C 7.737191 6.088473 2.774213 0.2 2.3 -0.5 -0.202
O 7.875471 6.632473 4.176343 -1.0 -1.2 -2.4 -0.179
C 6.600041 6.654913 4.867773 0.7 -1.0 -0.3 -0.304
C 6.796481 7.499643 6.084823 0.9 0.3 -0.7 -0.082
H 7.167931 7.078713 0.793423 0.6 -0.5 -0.1 0.064
H 6.414371 7.749643 2.129493 0.0 0.1 0.4 0.055
H 8.134171 8.074553 1.932773 0.0 -0.1 -0.1 0.070
H 7.075541 5.247193 2.567893 -0.6 0.1 1.0 0.103
H 8.679101 5.712973 2.374313 0.5 0.2 0.9 0.098
H 5.758531 7.041913 4.293153 0.2 0.0 -0.5 0.109
H 6.433411 5.606993 5.117193 -0.6 -0.1 0.1 0.113
H 5.853531 7.835823 6.516023 0.3 -0.3 0.4 0.081
H 7.337421 8.354133 5.678213 -0.2 0.5 0.3 0.079
H 7.534681 6.985993 6.700713 -0.5 0.2 0.7 0.080
C -0.672059 10.732863 0.668173 1.0 -0.8 0.0 -0.078
C 0.400971 10.143673 1.604723 0.2 -0.1 0.4 -0.323
O 1.574331 10.960753 1.623133 -0.3 0.0 -0.1 -0.093
H -0.135229 10.782083 -0.279187 -0.3 0.1 -0.3 0.072
H -0.996919 11.751133 0.881933 -0.1 -0.2 0.4 0.069
H -1.497829 10.030363 0.555533 -0.2 0.3 0.1 0.070
H 0.709411 9.143273 1.301113 0.0 0.1 -0.6 0.106
H 0.171341 9.966063 2.655353 -0.9 0.3 0.1 0.102
H 1.270721 11.723803 2.120303 0.5 0.4 0.0 0.074
C 3.634991 7.398083 -4.437427 0.1 0.1 0.9 -0.084
C 4.053641 6.223713 -5.270957 -0.6 0.0 -2.4 -0.349
O 3.143501 5.176443 -5.063067 -0.7 -1.0 1.0 -0.086
H 2.751871 7.943773 -4.769727 0.2 -0.1 -0.7 0.076
H 4.452221 8.104983 -4.294157 -0.1 0.0 0.1 0.075
H 3.282881 7.015013 -3.479627 0.5 0.0 0.3 0.074
H 5.084661 5.870023 -5.269287 0.3 0.2 1.1 0.109
H 3.920901 6.436843 -6.331647 0.2 0.8 -0.3 0.103
H 3.192371 4.532573 -5.773457 0.1 0.1 0.0 0.082
C -5.346349 4.354933 -4.463577 -1.1 0.7 -0.2 -0.082
C -5.794529 5.286173 -3.251167 0.4 -2.0 -1.9 -0.313
O -4.690149 6.048373 -2.919797 0.6 1.1 0.8 -0.079
H -5.125549 4.949893 -5.349787 0.0 0.5 0.2 0.062
H -6.132579 3.691023 -4.822977 -0.2 -0.2 0.4 0.058
H -4.442079 3.760863 -4.331407 -0.1 0.0 0.7 0.062
H -6.154499 4.671883 -2.425837 0.0 -0.1 0.2 0.099
H -6.610679 5.945863 -3.545787 0.2 0.0 -0.1 0.108
H -3.975009 5.453063 -2.683617 0.1 0.0 0.0 0.085
C -3.465329 2.294153 6.026813 0.8 -0.2 -0.9 -0.093
C -3.583179 0.800873 6.162203 0.1 -1.0 1.6 -0.320
O -2.407479 0.228483 6.768483 0.5 0.7 0.1 -0.098
H -4.241289 2.633383 5.340593 0.0 0.2 0.1 0.075
H -2.487929 2.491473 5.586523 0.0 0.4 -0.1 0.074
H -3.535839 2.842843 6.965993 -0.1 -0.3 0.0 0.077
H -3.754229 0.204543 5.265973 -0.4 0.6 -0.3 0.112
H -4.378789 0.670643 6.895783 -0.5 -0.6 -0.3 0.101
H -2.343209 -0.714567 6.600733 -0.3 0.1 -0.1 0.073
```
Forces are in eV/Å.

Entry 2:
C31H35BrN8O2Pt | the ωB97M-V functional and the def2-TZVPD basis

Output
Calculated total energy ... -122008.996 eV
Charge ... +2
ΔE to the lowest compared entry with this formula, charge and spin ... 0.0 kcal/mol
Orbital gap ... 3.593 eV

Geometry as XYZ:
```
78
Properties=species:S:1:pos:R:3:forces:R:3:lowdin_charge:R:1
Pt -1.072804 2.465990 1.055174 0.3 0.6 0.6 1.160
C -0.993766 -6.338706 0.646926 0.0 0.0 0.0 -0.044
C -0.035773 -5.848265 -0.438823 0.0 0.0 0.0 -0.537
C 1.359768 -6.461883 -0.193492 0.0 0.0 0.0 -0.009
C -0.564935 -6.306815 -1.828368 0.0 0.0 0.0 0.006
C 0.063981 -4.357144 -0.525715 0.0 -0.1 0.0 -0.032
C -0.828565 -3.531416 0.211966 0.0 0.0 0.0 -0.031
C -0.725824 -2.191601 0.113994 0.2 0.1 -0.2 -0.536
Br -1.817046 -1.027496 1.016648 -0.1 0.0 0.0 0.996
C 0.360459 -1.549441 -0.743771 0.0 -0.1 0.0 -0.284
O 0.519175 -0.362375 -0.682027 0.0 0.0 0.0 0.117
C 1.216901 -2.462857 -1.592447 -0.1 0.1 0.1 -0.005
C 1.032825 -3.791074 -1.411032 0.0 0.0 0.0 0.042
C 2.226190 -1.950838 -2.604970 0.0 0.0 0.0 -0.525
C 2.392748 -0.429989 -2.678649 0.0 0.0 0.0 -0.050
C 3.599728 -2.570867 -2.275661 0.0 0.0 0.0 -0.018
C 1.758459 -2.449583 -3.990995 0.0 0.0 0.0 -0.014
H -0.964779 -7.426900 0.671084 0.0 0.0 0.0 0.102
H -2.027511 -6.050916 0.449508 0.0 0.0 0.0 0.096
H -0.704727 -5.982282 1.637386 0.0 0.0 0.0 0.102
H 1.243434 -7.543981 -0.143742 0.0 0.0 0.0 0.104
H 1.777509 -6.122216 0.754983 0.0 0.0 0.0 0.103
H 2.071860 -6.246880 -0.988148 0.0 0.0 0.0 0.084
H -0.674335 -7.390932 -1.788599 0.0 0.0 0.0 0.108
H 0.123534 -6.062422 -2.636378 0.0 0.0 0.0 0.090
H -1.540357 -5.871521 -2.048345 0.0 0.0 0.0 0.103
H -1.576786 -3.980435 0.846959 0.0 0.0 0.0 0.116
H 1.636673 -4.483564 -1.977965 0.0 0.0 0.0 0.114
H 2.770093 -0.004314 -1.749759 0.0 0.0 0.0 0.084
H 1.465222 0.078907 -2.939357 0.0 0.0 0.0 0.080
H 3.120259 -0.220296 -3.463666 0.0 0.0 0.0 0.099
H 3.931510 -2.288926 -1.275161 0.0 0.0 0.0 0.100
H 4.330863 -2.197934 -2.992928 0.0 0.0 0.0 0.101
H 3.594143 -3.658284 -2.346573 0.0 0.0 0.0 0.085
H 0.779985 -2.041969 -4.250843 0.0 0.0 0.0 0.099
H 1.704716 -3.537103 -4.039724 0.0 0.0 0.0 0.086
H 2.475246 -2.114623 -4.741005 0.0 0.0 0.0 0.102
O -3.012766 2.870427 0.856190 0.0 -0.3 -0.2 -0.287
C -3.456138 3.919957 1.561764 -0.1 0.0 -0.3 -0.346
C -4.283669 4.855601 0.930848 0.0 0.0 0.0 -0.002
C -4.794416 5.926938 1.632643 0.0 0.0 0.0 -0.054
C -4.501210 6.111051 2.985142 0.0 0.0 0.0 -0.071
C -3.701550 5.189675 3.623481 0.0 0.0 0.0 -0.030
C -3.181052 4.095525 2.923090 -0.1 0.1 0.2 -0.118
C -2.450121 3.044011 3.593402 0.1 -0.1 0.0 -0.253
N -1.541538 2.252914 3.028840 0.0 -0.1 0.1 -0.102
C -1.221638 1.267059 3.953418 0.0 0.0 0.0 -0.160
C -1.901127 1.507568 5.098546 0.0 -0.1 0.0 -0.043
N -2.661897 2.624971 4.855872 -0.1 0.0 0.0 0.149
H -4.513387 4.715903 -0.117208 0.0 0.0 0.0 0.119
H -5.426622 6.640343 1.120124 0.0 0.0 0.0 0.115
H -4.895442 6.962389 3.521125 0.0 0.0 0.0 0.111
H -3.452497 5.319040 4.670961 0.0 0.0 0.0 0.116
H -0.525678 0.476570 3.731555 0.0 0.0 0.0 0.101
H -1.921611 0.983302 6.037162 0.0 0.0 0.0 0.128
H -3.354201 3.017744 5.473152 0.0 0.0 0.0 0.174
N 1.617022 2.209905 3.251656 0.0 -0.1 0.0 0.202
C 1.990623 2.427540 1.990674 0.0 0.3 0.1 -0.413
N 3.290115 2.536827 1.750272 0.0 0.0 -0.1 0.190
C 3.638192 2.811166 0.496418 0.0 0.0 0.1 -0.418
N 4.929324 2.973210 0.219364 0.0 -0.1 0.0 0.201
N 2.765059 2.939606 -0.533646 0.0 0.0 0.0 0.197
C 1.512195 2.789891 -0.207674 0.0 0.0 -0.1 -0.281
N 1.030443 2.544191 1.033215 -0.2 -0.5 -0.5 0.014
C 0.507226 2.867356 -1.299671 0.1 -0.2 0.1 -0.200
C 0.847965 3.073826 -2.619973 0.0 0.0 0.0 0.015
C -0.160101 3.034778 -3.574790 0.0 0.0 0.0 -0.014
C -1.462642 2.778976 -3.177645 0.0 0.0 0.0 -0.009
C -1.734694 2.596187 -1.831366 0.0 0.2 0.0 -0.074
N -0.762288 2.653873 -0.922518 0.0 0.1 0.1 -0.070
H 2.334816 2.220999 3.956361 0.0 0.0 0.0 0.129
H 0.653965 2.306791 3.518774 0.0 0.1 0.0 0.054
H 5.607845 2.915550 0.958754 0.0 0.0 0.0 0.124
H 5.213408 3.214738 -0.713456 0.0 0.0 0.0 0.121
H 1.881571 3.255118 -2.874599 0.0 0.0 0.0 0.124
H 0.072005 3.200448 -4.618369 0.0 0.0 0.0 0.125
H -2.270542 2.737345 -3.894055 0.0 0.0 0.0 0.123
H -2.733023 2.441645 -1.444316 0.0 0.0 0.0 0.117
```
Forces are in eV/Å.